{
  "formula": "C15H21N5O4",
  "method": "wB97M-V/def2-TZVPD",
  "e_above_lowest_kcal_mol": 144.7,
  "lumo_ev": 0.5,
  "gap_ev": 8.707,
  "species": ["O", "O", "O", "O", "C", "C", "C", "C", "C", "C", "C", "C", "N", "N", "N", "N", "N", "C", "C", "C", "C", "C", "C", "C", "H", "H", "H", "H", "H", "H", "H", "H", "H", "H", "H", "H", "H", "H", "H", "H", "H", "H", "H", "H", "H"],
  "coordinates": [[-6.00298, -0.90635, 1.28755], [0.72345, 2.55576, -0.26828], [-5.17262, 1.11110, 0.58101], [-2.48298, 1.41112, 1.04687], [-5.04854, -0.15914, 1.05712], [1.72637, 1.87247, -0.52190], [-2.47990, -2.77677, 1.85919], [-3.61904, -2.09981, 1.47386], [-1.27230, -2.02932, 1.72136], [-2.47569, 0.02868, 1.21560], [-3.66354, -0.70342, 1.25030], [-1.30206, -0.69737, 1.31041], [2.62070, 2.06367, -1.52625], [1.80853, -2.31089, -2.61838], [3.41403, 0.89663, -1.70674], [2.88485, -0.90827, -1.67834], [-0.10111, -0.08967, 1.06117], [-2.26286, 2.24866, 2.22797], [2.58322, 3.31022, -2.29279], [2.19439, -2.08382, -1.31900], [3.13879, -0.03410, -0.59944], [1.12173, -1.92397, -0.26081], [1.90601, 0.45027, 0.13512], [0.66884, -0.44804, -0.08914], [-4.26577, 1.38910, 0.37510], [-2.42215, -3.80229, 2.01291], [-4.55060, -2.75784, 1.74316], [-0.39692, -2.46107, 1.97189], [2.75404, -2.22064, -3.15457], [1.14407, -1.66841, -2.90656], [4.37995, 1.10628, -1.76948], [2.34489, -0.31190, -2.33679], [-0.11938, 0.92411, 1.28893], [-2.69160, 3.31277, 2.23802], [-1.14041, 2.37882, 2.42890], [-2.63329, 1.76898, 3.11029], [3.47360, 3.26604, -2.96746], [2.62573, 4.24414, -1.63154], [1.70504, 3.32586, -2.90817], [2.92283, -2.85751, -1.09620], [4.01390, -0.11806, 0.01475], [0.31583, -2.54818, -0.64876], [1.46706, -2.20492, 0.69714], [2.06582, 0.66331, 1.20837], [0.10006, -0.20624, -1.01639]],
  "forces_ev_per_angstrom": [[1.446, 2.426, -0.606], [1.472, -0.028, -0.237], [-0.025, -1.326, 0.362], [-0.141, 0.691, 0.111], [-1.768, -1.419, 0.247], [-1.979, -0.741, -0.090], [1.996, 3.533, -1.988], [-2.025, -1.903, 2.199], [-4.308, 0.409, -0.459], [-1.335, -0.226, 0.339], [-0.321, -0.611, 0.133], [0.389, -0.660, 0.516], [-1.147, 1.008, 2.693], [0.324, -5.658, -3.943], [1.382, 6.007, -0.328], [0.616, -2.123, 3.287], [0.327, 1.043, 1.623], [1.767, 0.742, 0.381], [1.821, -0.057, 0.032], [1.090, 0.332, 0.237], [-0.086, 2.012, -2.001], [-0.909, 0.847, -0.746], [1.023, 1.591, -1.127], [0.644, 0.651, -0.772], [0.088, 0.475, 0.119], [-0.254, -1.589, 0.677], [1.281, 2.011, -1.334], [2.925, -1.198, 0.543], [-2.919, -0.179, 0.631], [-1.334, 1.393, -1.066], [1.196, 0.780, 0.165], [0.477, -1.450, 0.645], [0.230, -1.052, -0.985], [0.278, -1.804, -1.007], [-1.394, -0.166, -0.601], [-0.521, -0.508, 0.416], [-0.681, 0.363, 0.507], [-0.051, -1.536, -0.801], [-0.552, 0.181, -0.238], [0.016, -0.270, 0.725], [0.497, -0.786, 0.295], [-0.307, -0.088, 0.719], [0.399, -0.903, 0.984], [-0.078, -0.588, -0.466], [0.456, 0.373, 0.212]],
  "lowdin_charge": [0.07, 0.03, 0.12, -0.12, -0.42, -0.39, -0.04, -0.03, 0.02, -0.16, -0.06, -0.21, -0.09, 0.03, -0.01, -0.06, 0.04, -0.03, -0.01, -0.47, -0.25, -0.05, -0.09, -0.25, 0.09, 0.08, 0.16, 0.07, 0.15, 0.05, 0.12, 0.14, 0.12, 0.12, 0.10, 0.08, 0.09, 0.12, 0.08, 0.15, 0.15, 0.13, 0.11, 0.16, 0.17]
}